1.
Below is an isolated ion of composition C3H2NOS and charge -1 at a distorted geometry, with properties calculated with ωB97M-V with the def2-TZVPD basis set.

Results
orbital gap	6.33	eV
SMILES	[O-]/C=N\C=C=S
relative energy (zero: lowest compared OMol25 entry of this formula, charge and spin)	104.55	kJ/mol
HOMO energy	-2.81	eV
LUMO	3.524	eV
net charge	-1

Last column: Mulliken charge in e.
Cartesian coordinates (Å):
C -0.098 0.976 -0.106  -0.046
C 1.057 -1.004 0.036  0.076
C -1.304 0.537 -0.060  0.179
N 1.167 0.360 0.010  -0.639
O 0.073 -1.719 -0.012  -0.603
S -2.866 0.391 -0.063  -0.481
H -0.083 2.058 0.260  0.218
H 2.054 -1.599 -0.065  0.295

2.
Below is an isolated molecule of C3H7NO2, with properties calculated with ωB97M-V with the def2-TZVPD basis set.

Results
orbital gap	10.76	eV
SMILES	COCC(N)=O
relative energy (zero: lowest compared OMol25 entry of this formula, charge and spin)	116.45	kJ/mol
HOMO energy	-9.90	eV
LUMO	0.861	eV

Last column: Mulliken charge in e.
Cartesian coordinates (Å):
C -0.085 1.022 -1.918  -0.689
O -0.183 0.077 -0.884  -0.296
C 0.597 0.427 0.220  -0.292
C 0.244 -0.507 1.375  0.420
O -0.877 -0.608 1.827  -0.579
N 1.333 -1.155 1.887  -0.398
H 0.949 1.123 -2.282  0.293
H -0.434 2.012 -1.589  0.298
H -0.717 0.672 -2.737  0.241
H 0.390 1.462 0.540  0.283
H 1.678 0.357 -0.013  0.256
H 1.155 -1.860 2.587  0.250
H 2.166 -1.237 1.324  0.215

3.
Below is a 12-piece molecular cluster, C14H51BrN23O14 overall, with properties calculated with ωB97M-V with the def2-TZVPD basis set.

Results
orbital gap	7.05	eV
HOMO energy	-10.46	eV
LUMO	-3.417	eV
net charge	+1

Last column: Mulliken charge in e.
Cartesian coordinates (Å):
O -5.741 -0.621 1.030  -0.426
C -4.662 -0.502 0.553  0.392
Br -4.153 -1.114 -1.172  -0.077
C -3.526 0.203 1.283  0.037
N -2.212 -0.489 1.082  0.056
C -1.475 -0.905 2.336  -0.755
O -1.335 0.143 3.236  -0.057
O -2.272 -0.052 4.316  -0.492
H -3.792 0.257 2.333  -0.008
H -3.448 1.213 0.881  0.328
H -1.597 0.110 0.528  0.346
H -2.366 -1.325 0.499  0.311
H -1.983 -1.761 2.779  0.461
H -0.469 -1.203 2.032  0.416
H -2.846 0.730 4.240  0.288
C -2.145 -2.336 -4.264  0.652
O -3.283 -2.102 -3.845  -0.711
N -1.726 -3.616 -4.488  -0.412
N -1.254 -1.361 -4.552  -0.242
H -0.821 -3.838 -4.856  0.166
H -2.378 -4.356 -4.307  0.231
H -1.556 -0.401 -4.441  0.180
H -0.354 -1.548 -4.956  0.159
C 1.896 -1.947 4.611  0.563
O 2.860 -2.656 4.428  -0.630
N 1.873 -0.623 4.228  -0.115
N 0.749 -2.400 5.223  -0.286
H 1.079 -0.025 4.349  -0.011
H 2.682 -0.253 3.762  0.132
H 0.743 -3.355 5.533  0.210
H -0.031 -1.813 5.443  0.116
C 4.790 0.826 7.054  0.570
O 5.403 1.074 8.077  -0.667
N 3.714 -0.014 7.031  -0.295
N 5.131 1.378 5.846  -0.303
H 3.183 -0.210 6.202  0.210
H 3.459 -0.452 7.896  0.180
H 5.924 1.990 5.827  0.191
H 4.653 1.166 4.991  0.144
C 8.670 1.788 10.646  0.575
O 9.288 2.047 11.663  -0.645
N 7.599 0.941 10.620  -0.325
N 8.996 2.334 9.430  -0.344
H 7.087 0.734 9.781  0.206
H 7.323 0.522 11.487  0.184
H 9.777 2.961 9.402  0.202
H 8.487 2.134 8.591  0.167
C 1.481 2.839 3.129  0.744
O 1.987 1.916 2.501  -0.661
N 0.111 2.967 3.174  -0.311
N 2.201 3.783 3.783  -0.395
H -0.387 3.698 3.649  0.162
H -0.387 2.267 2.666  0.078
H 3.202 3.718 3.738  0.236
H 1.787 4.548 4.282  0.166
C -3.171 -0.552 8.245  0.649
O -4.004 -1.345 7.822  -0.684
N -2.337 0.089 7.363  -0.219
N -3.019 -0.261 9.559  -0.409
H -1.628 0.756 7.603  0.193
H -2.487 -0.159 6.408  0.097
H -3.625 -0.727 10.209  0.253
H -2.336 0.385 9.907  0.165
C -2.986 1.333 -5.764  0.607
O -2.697 1.595 -4.602  -0.688
N -3.697 0.225 -6.093  -0.303
N -2.554 2.107 -6.804  -0.515
H -3.915 -0.027 -7.038  0.157
H -3.963 -0.392 -5.343  0.207
H -2.029 2.933 -6.581  0.234
H -2.753 1.894 -7.764  0.195
C 0.984 0.360 -7.937  0.499
O 0.509 -0.468 -7.166  -0.645
N 2.186 0.180 -8.560  -0.318
N 0.359 1.530 -8.247  -0.210
H 2.573 0.860 -9.193  0.152
H 2.701 -0.656 -8.359  0.244
H -0.526 1.707 -7.811  0.207
H 0.765 2.202 -8.879  0.190
C -5.354 -3.140 5.014  0.551
O -5.815 -3.838 4.131  -0.670
N -5.253 -3.511 6.318  -0.317
N -4.864 -1.876 4.746  -0.152
H -4.869 -2.914 7.032  0.325
H -5.598 -4.420 6.564  0.185
H -4.940 -1.551 3.803  0.007
H -4.473 -1.295 5.467  0.164
C 1.934 2.767 -11.706  0.674
O 2.027 3.170 -10.548  -0.682
N 1.184 1.686 -12.053  -0.255
N 2.593 3.387 -12.726  -0.430
H 1.116 1.340 -12.991  0.171
H 0.706 1.183 -11.328  0.107
H 3.155 4.185 -12.495  0.223
H 2.542 3.082 -13.678  0.158
C -0.458 -2.118 -11.033  0.649
O 0.346 -1.556 -11.760  -0.658
N -1.651 -2.602 -11.502  -0.393
N -0.224 -2.300 -9.703  -0.278
H -2.317 -3.076 -10.924  0.155
H -1.841 -2.489 -12.479  0.224
H 0.635 -1.940 -9.329  0.149
H -0.868 -2.748 -9.080  0.144

4.
Below is an isolated molecule of C7H14N4S at a distorted geometry, with properties calculated with ωB97M-V with the def2-TZVPD basis set.

Results
orbital gap	6.68	eV
relative energy (zero: lowest compared OMol25 entry of this formula, charge and spin)	210.41	kJ/mol
HOMO energy	-6.98	eV
LUMO	-0.301	eV

Last column: Mulliken charge in e.
Cartesian coordinates (Å):
C -1.131 -2.001 -0.348  0.574
C 1.850 -1.117 0.086  0.374
C 1.002 2.018 1.300  -1.736
C 1.921 1.805 -1.066  -1.232
C -3.153 -1.106 -1.287  -0.821
C -2.076 -0.375 0.837  -0.907
C 1.787 1.225 0.310  0.534
N -0.140 -2.634 -0.021  -0.534
N 1.154 -2.271 -0.129  0.038
N 1.165 -0.049 0.218  -0.448
N -2.175 -1.297 -0.264  0.017
S 3.539 -1.446 0.192  -0.507
H 0.056 2.306 0.853  0.334
H 0.727 1.577 2.200  0.428
H 1.505 2.999 1.550  0.333
H 1.062 2.603 -1.128  0.277
H 1.998 0.986 -1.777  0.374
H 2.857 2.337 -1.114  0.269
H -2.976 0.042 -1.510  0.306
H -3.017 -1.735 -2.136  0.383
H -4.262 -1.314 -0.982  0.250
H -1.518 0.538 0.476  0.264
H -3.086 -0.086 1.176  0.344
H -1.608 -0.891 1.659  0.364
H 2.772 1.034 0.847  0.444
H 1.747 -3.150 0.057  0.277

5.
Below is C2H6N4O2 as an isolated structure at a distorted geometry, with properties calculated with ωB97M-V with the def2-TZVPD basis set.

Results
orbital gap	9.64	eV
relative energy (zero: lowest compared OMol25 entry of this formula, charge and spin)	634.59	kJ/mol
HOMO energy	-9.06	eV
LUMO	0.577	eV

Last column: Mulliken charge in e.
Cartesian coordinates (Å):
C -0.523 0.107 -0.378  0.351
C 1.512 -1.101 0.349  0.087
H -2.513 0.428 2.012  0.345
H -1.262 1.688 2.188  0.344
H -0.970 0.914 -2.346  0.299
H 1.201 -0.452 -2.385  0.439
H -0.077 -0.591 1.414  0.382
H 2.246 -1.310 1.113  0.387
N -1.247 0.523 1.819  -0.669
N -1.446 0.635 0.326  -0.563
N -0.326 0.301 -1.769  -0.211
N 0.542 -0.387 0.552  -0.080
O 0.991 0.612 -2.075  -0.464
O 1.870 -1.368 -0.821  -0.647

6.
Below is a 2-piece molecular cluster, Cl6HPSi2 overall at a distorted geometry, with properties calculated with ωB97M-V with the def2-TZVPD basis set.

Results
orbital gap (alpha / beta)	5.71 / 8.22	eV
HOMO energy (alpha / beta)	-5.94 / -11.12	eV
LUMO (alpha / beta)	-0.232 / -2.900	eV
2S+1	3

Last column: Mulliken charge in e.
Cartesian coordinates (Å):
Si -1.600 -1.223 0.463  0.773
Si 1.444 1.300 -0.864  0.317
P 3.379 0.810 -0.166  -0.032
Cl -2.972 0.153 0.175  -0.154
Cl -2.444 -3.027 0.758  -0.207
Cl -0.482 -1.607 -1.244  -0.192
Cl -0.595 -0.698 2.159  -0.184
Cl 0.727 1.060 -2.706  -0.187
Cl -0.185 2.091 0.178  -0.223
H 2.728 1.141 1.247  0.089